(1)
{
  "formula": "C54H46AsBrF3IN8O2Zr",
  "method": "ωB97M-V/def2-TZVPD",
  "elements": ["I", "Zr", "Br", "As", "F", "F", "F", "O", "O", "N", "N", "N", "N", "N", "N", "N", "N", "C", "C", "C", "C", "C", "C", "C", "C", "C", "C", "C", "C", "C", "C", "C", "C", "C", "C", "C", "C", "C", "C", "C", "C", "C", "C", "C", "C", "C", "C", "C", "C", "C", "C", "C", "C", "C", "C", "C", "C", "C", "C", "C", "C", "C", "C", "C", "C", "C", "C", "C", "C", "C", "C", "H", "H", "H", "H", "H", "H", "H", "H", "H", "H", "H", "H", "H", "H", "H", "H", "H", "H", "H", "H", "H", "H", "H", "H", "H", "H", "H", "H", "H", "H", "H", "H", "H", "H", "H", "H", "H", "H", "H", "H", "H", "H", "H", "H", "H", "H"],
  "positions_angstrom": [[-0.198770, 2.762655, -0.636361], [-0.345670, -0.372845, -0.532861], [1.148930, 2.445955, -3.793761], [-3.408870, 0.597555, 0.920839], [-2.668870, -0.588745, -1.638861], [-1.046470, 0.565355, -2.496461], [-2.833170, 1.530255, -1.674161], [0.858430, 1.464855, 1.095139], [-1.800470, 0.454655, 0.597439], [0.668230, -1.128345, -3.831861], [-1.273570, -2.153045, 0.517039], [1.663830, -0.706445, -1.636861], [-0.687270, -2.081045, -2.104461], [-0.444270, -1.659945, 2.711239], [-2.491770, -3.359745, -1.151561], [3.504330, -0.731245, 0.069939], [1.253030, -1.080445, 1.058939], [-0.319870, 3.648955, -3.615361], [-3.059270, -3.448945, 1.200639], [-3.074670, -4.260045, -5.416961], [2.581230, -0.949645, 1.180639], [1.261030, 2.384155, 3.291539], [-2.485170, -2.892945, 2.355439], [3.477230, -0.674045, -4.833261], [-0.929770, 3.820155, -2.377861], [-2.227570, -3.520245, -6.239561], [5.690930, -0.892945, -3.890761], [-3.760470, 0.191455, 2.805039], [-1.346170, -2.113645, 1.898039], [1.653530, -0.733845, -3.018561], [-0.738470, 4.348355, -4.733861], [-1.153170, 3.097355, 2.764839], [-0.681870, 1.139455, 4.251439], [5.218530, -0.910845, -2.605361], [3.833530, -0.770645, -2.402661], [-3.011770, -4.157345, -4.038461], [-1.213270, -2.549345, -4.332761], [1.848030, -1.253545, 3.277339], [3.094730, 2.045455, 1.756439], [-1.283270, -2.654545, -5.711761], [-2.066170, -3.296945, -3.511761], [-0.341970, -1.821545, -3.424861], [4.285930, -1.230545, 3.128739], [3.813130, 1.825555, 0.430039], [-2.493170, 0.484055, -2.546061], [4.435130, 0.434455, 0.304139], [3.974830, 2.401755, 2.774339], [4.326630, -1.385745, 4.489639], [3.152530, -1.439345, 5.256839], [2.971830, -0.738045, -1.292461], [1.914230, -1.400245, 4.662439], [3.545130, 2.716855, 4.041939], [0.777130, -1.278045, 2.339039], [-2.418270, 5.420655, -3.401161], [-0.176170, 2.495555, 3.766639], [2.184830, 2.732055, 4.263739], [-4.008670, -4.127645, 3.686939], [-2.949770, -3.240245, 3.615039], [4.835130, -0.757345, -4.999161], [-2.260670, -2.963045, 0.085239], [-1.995570, 4.708455, -2.294361], [3.034830, -1.114645, 2.506039], [1.697130, 1.942055, 2.008539], [-1.785270, 5.245855, -4.622061], [-4.020170, 2.451955, 0.680539], [-4.588370, -4.667645, 2.539639], [3.098330, 2.230455, -0.846061], [-4.760270, -0.502645, 0.001039], [-1.733970, -2.933945, -2.145661], [2.974230, -0.691145, -3.532261], [-4.114670, -4.344745, 1.281339], [-0.622970, -2.080445, -6.341161], [-4.380870, -4.434445, 4.652539], [5.213930, -1.242345, 2.572539], [-0.237870, 4.195255, -5.677561], [5.128430, 0.448855, -0.539461], [5.285230, -1.480945, 4.979039], [-3.654970, -4.722745, -3.381561], [-4.527870, -4.785345, 0.388039], [-4.543170, 2.533955, -0.272061], [-4.978370, -0.089045, -0.982961], [-4.686570, 2.729955, 1.496339], [-4.437070, -1.538145, -0.101461], [2.798630, -0.592845, -5.665661], [-3.145170, 3.103155, 0.671139], [0.018430, 0.713955, 4.965539], [-0.150670, 3.162755, 4.638139], [-2.478270, -2.843845, 4.501339], [-0.752070, 4.014955, 2.338539], [-2.476070, 4.838755, -1.335961], [6.752330, -0.996045, -4.060561], [3.778630, 2.166755, -1.695561], [2.257430, 1.574455, -1.038161], [-3.789870, -4.930745, -5.868261], [4.242330, 2.982455, 4.822739], [-1.653770, 1.244555, 4.731839], [-5.657670, -0.466145, 0.617039], [5.267730, -0.740345, -5.989261], [2.746730, 3.254855, -0.754361], [3.237730, -1.538345, 6.329339], [-2.097370, 3.322355, 3.265939], [5.904230, -1.059045, -1.780561], [-0.767570, 0.458355, 3.409639], [1.007930, -1.487145, 5.241739], [4.140830, -1.539145, 0.100839], [1.820230, 3.036955, 5.234839], [-3.235070, 6.120255, -3.307061], [4.699330, 2.473555, 0.494339], [4.987630, 0.227355, 1.219639], [-3.719470, 1.097255, 3.405839], [-3.019970, -0.513945, 3.168939], [-2.300770, -3.640245, -7.311461], [-4.750070, -0.255145, 2.890739], [-1.334070, 2.377855, 1.971239], [-2.096770, 5.806955, -5.489761], [-5.409270, -5.363045, 2.642039], [5.036530, 2.445555, 2.559339]],
  "atomic_forces_ev_per_a": [[-0.130, 1.916, -0.763], [1.580, -1.920, 0.340], [-0.109, 0.267, -0.304], [-3.116, 0.775, 0.948], [0.091, -0.267, 0.367], [0.761, -0.083, 0.629], [-0.111, 0.040, -0.341], [-0.232, -0.017, 0.083], [0.820, -0.161, 0.292], [-1.566, -0.881, -0.394], [-0.056, 0.250, -0.725], [0.054, 0.055, -0.168], [-0.299, 0.223, 0.757], [-1.315, -0.814, -0.466], [-0.271, -0.097, 0.095], [-0.030, -0.060, -0.026], [-0.162, -0.077, -0.042], [0.264, -0.209, 0.257], [0.255, 0.199, 0.863], [-0.142, -0.120, -0.007], [-0.324, -0.326, 0.163], [-0.149, 0.141, 0.058], [-0.406, -0.401, -0.548], [0.352, -0.085, -0.260], [0.197, -0.621, 0.115], [0.095, 0.012, -0.010], [0.242, -0.082, 0.491], [0.292, 0.065, -0.315], [0.824, 0.319, 1.501], [1.068, 0.273, 0.200], [0.036, 0.019, -0.031], [0.125, -0.149, 0.215], [0.031, 0.242, -0.089], [0.381, -0.011, -0.113], [-0.722, 0.057, 0.167], [0.099, 0.035, 0.158], [-0.682, -0.528, 0.224], [0.168, 0.114, -0.991], [0.144, 0.142, -0.057], [0.096, 0.083, 0.154], [0.440, 0.320, -0.726], [1.457, 0.802, -0.871], [0.284, -0.041, 0.202], [-0.233, -0.329, -0.165], [-1.674, 0.627, -1.239], [0.554, 0.880, 0.184], [-0.067, 0.004, 0.091], [0.284, 0.000, -0.270], [-0.415, -0.024, 0.120], [0.221, -0.239, -0.359], [0.155, -0.113, 0.323], [0.103, -0.028, 0.064], [0.893, 0.213, 0.282], [-0.015, 0.097, -0.051], [-0.168, -0.182, -0.058], [0.138, 0.010, 0.000], [0.057, 0.043, 0.092], [0.084, 0.083, -0.025], [-0.384, 0.063, -0.333], [0.491, -0.252, -0.574], [0.210, -0.209, 0.280], [-0.535, -0.064, -0.112], [0.262, -0.035, -0.071], [-0.009, -0.036, 0.027], [0.278, -0.423, -0.123], [-0.125, -0.066, -0.095], [0.089, -0.046, 0.128], [0.458, 0.152, -0.055], [0.024, 0.159, 0.405], [-0.433, 0.050, 1.051], [0.086, 0.061, -0.149], [0.081, 0.070, -0.088], [-0.063, 0.016, 0.115], [0.045, 0.074, -0.024], [0.031, -0.009, -0.066], [-0.138, -0.160, 0.125], [0.052, 0.011, 0.055], [-0.092, -0.075, -0.007], [-0.068, -0.051, -0.114], [0.104, -0.076, 0.071], [0.173, 0.003, 0.105], [0.071, -0.150, 0.068], [0.028, 0.134, 0.021], [-0.084, -0.023, -0.168], [-0.045, -0.103, 0.018], [0.017, -0.110, 0.096], [0.029, -0.048, -0.144], [0.035, 0.034, 0.109], [-0.077, 0.064, -0.126], [-0.137, 0.087, 0.063], [0.104, -0.019, -0.016], [0.072, 0.012, -0.075], [0.031, 0.322, -0.110], [-0.086, -0.053, -0.050], [0.055, 0.023, 0.046], [-0.158, -0.044, 0.094], [0.078, 0.108, 0.175], [-0.020, 0.023, -0.068], [-0.088, 0.001, -0.092], [-0.049, -0.015, 0.074], [-0.089, 0.061, 0.016], [0.092, 0.052, -0.002], [-0.064, 0.002, 0.042], [-0.087, -0.025, 0.064], [-0.180, 0.067, -0.058], [-0.090, 0.025, 0.109], [-0.089, 0.055, -0.003], [-0.060, -0.213, -0.008], [-0.067, -0.140, -0.104], [0.089, 0.075, -0.122], [0.043, 0.055, 0.005], [-0.029, 0.036, -0.050], [-0.007, 0.012, -0.135], [0.017, 0.098, -0.089], [-0.075, 0.042, -0.069], [-0.032, -0.043, -0.009], [0.067, 0.005, -0.077]],
  "energy_ha": -8128.08783,
  "fmax_ev_per_a": 3.348,
  "relative_energy_ev": 6.353,
  "homo_lumo_gap_ev": 5.090,
  "homo_energy_ev": -6.439,
  "charge": 0
}

(2)
{
  "formula": "C54H47BrCaClN4O4P2S3",
  "method": "ωB97M-V/def2-TZVPD",
  "elements": ["Br", "Ca", "Cl", "S", "S", "S", "P", "P", "O", "O", "O", "O", "N", "N", "N", "N", "C", "C", "C", "C", "C", "C", "C", "C", "C", "C", "C", "C", "C", "C", "C", "C", "C", "C", "C", "C", "C", "C", "C", "C", "C", "C", "C", "C", "C", "C", "C", "C", "C", "C", "C", "C", "C", "C", "C", "C", "C", "C", "C", "C", "C", "C", "C", "C", "C", "C", "C", "C", "C", "C", "H", "H", "H", "H", "H", "H", "H", "H", "H", "H", "H", "H", "H", "H", "H", "H", "H", "H", "H", "H", "H", "H", "H", "H", "H", "H", "H", "H", "H", "H", "H", "H", "H", "H", "H", "H", "H", "H", "H", "H", "H", "H", "H", "H", "H", "H", "H"],
  "positions_angstrom": [[3.124959, -0.566818, 2.988835], [-0.182845, -1.711192, 1.934979], [-1.351544, -4.169020, 2.873568], [-6.762713, -2.024205, -1.060246], [2.319627, 4.068200, -6.180140], [-0.334349, 4.353524, 6.299807], [-0.356731, 1.260355, -1.169981], [1.656147, -0.508560, -1.228988], [-0.370642, -5.018191, 3.441980], [-2.700929, -4.571112, 2.839368], [-1.018381, -3.873692, 1.402558], [-1.222673, -2.820782, 3.560814], [-0.778404, 0.312017, 3.181811], [1.063152, 0.932807, -2.006094], [2.074249, -2.873373, 1.857263], [-2.433671, -1.105456, 1.433343], [3.496451, -1.169267, -3.246378], [-0.027605, 1.047535, 3.995155], [1.572030, 2.362502, 0.569950], [-0.309697, 3.828144, 2.059758], [1.506303, 2.529295, 6.398468], [-3.102041, 3.781726, -3.845985], [4.309895, -3.117382, 2.669855], [0.815651, -3.154413, -1.683928], [3.185429, -5.013553, 1.717415], [1.990159, 3.080361, 1.718211], [-1.924547, 4.351655, -3.400519], [-5.338970, -2.598446, -0.342044], [0.284750, 2.802042, 5.833780], [3.174055, -2.377540, 2.430826], [-3.349075, 2.435460, -3.592223], [-4.393362, -0.144719, 2.432598], [-4.608307, -1.853336, 0.718674], [5.873369, -1.261620, -2.940369], [2.110270, -4.170696, 1.541888], [-1.038900, 3.628331, -2.605429], [-4.177651, 1.605084, 4.063704], [-4.897645, -3.780813, -0.872796], [1.967338, 1.975880, -2.578273], [2.302757, 3.597883, -4.455507], [-2.719939, 1.461022, 4.048518], [1.944257, 3.658130, 7.186930], [2.985982, -6.478951, 1.459924], [-5.194211, -1.006762, 1.624293], [-0.108157, -1.495989, -3.218515], [4.282372, -4.479556, 2.357515], [0.234833, 2.358618, 0.214507], [0.738826, -1.834474, -2.164789], [-2.507997, 1.722399, -2.750904], [0.072887, -4.112375, -2.364474], [-1.335145, 2.308534, -2.234565], [-3.207758, -1.801302, 0.601206], [-0.536349, 1.988170, 4.897223], [-3.004815, -0.280331, 2.339374], [3.343116, -0.745785, -1.945765], [-0.765928, -3.783897, -3.392247], [0.758313, 4.995316, -6.316652], [-1.918330, 2.159296, 4.931356], [1.045274, 3.785577, 2.444926], [-5.742636, -4.209969, -1.943110], [-0.715085, 3.134139, 0.920317], [-4.956736, 0.843394, 3.286888], [4.446895, -0.611200, -1.106609], [1.045446, 4.686249, 7.173087], [-6.787508, -3.329127, -2.184728], [1.624227, 2.295046, -4.046295], [5.734349, -0.811862, -1.614851], [4.756368, -1.445683, -3.751796], [-2.126060, 0.554923, 3.189169], [-0.878617, -2.477440, -3.829581], [-0.171668, -0.496544, -3.585537], [5.159466, -5.078488, 2.646213], [-1.492413, -2.251150, -4.679498], [-4.016151, -4.310881, -0.498037], [2.620315, -1.332182, -3.865659], [0.635731, 5.333861, -7.348044], [-4.609484, 2.381782, 4.685966], [2.246451, 1.744615, 0.022248], [-2.722598, 0.699250, -2.498073], [2.225790, -6.866090, 2.138806], [-0.102292, 4.423179, -5.967215], [1.883346, 4.389369, -3.849917], [1.400518, 4.376543, 3.259789], [-4.234932, 1.944646, -3.976734], [6.614284, -0.649581, -1.006708], [3.338434, 3.540702, -4.175293], [1.974712, 2.904778, -2.018428], [1.450470, -3.382962, -0.829882], [3.001256, 1.568129, -2.535221], [-5.679485, -5.146623, -2.493518], [1.113905, 5.559408, 7.781357], [0.816418, 5.886470, -5.722609], [1.236027, -4.595815, 1.114904], [3.924337, -7.035618, 1.648123], [2.066999, 1.614907, 6.285439], [-1.414865, -4.557415, -3.799367], [-2.694163, -2.383098, -0.157842], [1.915283, 1.477269, -4.751739], [-3.789801, 4.376194, -4.446228], [0.547872, 2.421400, -4.107371], [5.128982, -2.660715, 3.144192], [4.919053, -1.826330, -4.738528], [3.013820, 3.104914, 1.967820], [-6.283264, -0.937914, 1.751706], [-1.643583, 5.360939, -3.658614], [2.859806, 3.647752, 7.754824], [1.054471, 0.943402, 3.958514], [6.862745, -1.389596, -3.390346], [-7.581602, -3.419945, -2.885464], [4.350948, -0.279918, -0.072943], [-6.011338, 0.995992, 3.283356], [-1.723768, 3.184498, 0.543896], [-0.979628, 4.450072, 2.641301], [-0.149356, 4.051980, -2.176618], [-2.397813, 2.848442, 5.627318], [2.605928, -6.612032, 0.437091], [0.077062, -5.132308, -2.023525]],
  "atomic_forces_ev_per_a": [[-0.124, 0.011, -0.210], [0.875, 0.707, -0.977], [0.203, 2.460, -2.048], [-0.208, -0.067, -0.635], [-0.437, 0.098, -0.448], [-0.266, -0.531, -0.779], [-0.198, 0.029, 1.381], [0.183, -0.910, -0.447], [-0.567, -0.565, -0.093], [-0.012, -0.713, 1.065], [0.492, -0.195, 1.891], [-0.294, -1.623, -0.238], [-0.392, 0.715, 0.275], [1.178, 0.255, -0.211], [0.286, 0.090, 0.523], [-0.584, -0.128, -0.584], [0.052, -0.395, -0.822], [0.156, 0.104, -0.044], [-0.416, 0.413, 1.538], [0.645, -0.172, -0.371], [-0.364, 1.467, 0.206], [-0.032, -0.256, -0.572], [-0.984, -0.678, -0.311], [-0.229, 0.875, -0.878], [-0.070, -0.434, 0.935], [-1.642, -0.462, -1.287], [0.790, 0.059, 0.460], [0.955, -0.244, 1.211], [-0.171, -0.758, -0.677], [-0.228, -0.316, -0.372], [-0.316, 0.129, 0.388], [-0.079, -0.996, -0.811], [-0.290, 0.389, -1.255], [0.221, 0.571, 0.241], [0.224, 0.408, -0.313], [-0.645, -0.696, 0.431], [0.895, 0.364, 0.013], [-0.319, -0.168, -0.510], [0.449, -1.168, -0.867], [-0.161, -0.325, 0.375], [-1.421, 0.036, 0.150], [-0.279, -0.774, -0.461], [0.467, -0.051, -0.175], [-0.078, 0.788, 0.848], [-0.055, -0.896, -0.036], [1.087, 0.442, 0.182], [-0.850, 0.393, -0.712], [0.126, 0.531, 0.711], [0.713, 0.442, -0.062], [0.434, -0.391, 1.262], [-0.980, 0.567, -0.760], [0.568, 0.181, 1.056], [-0.886, 0.639, 0.976], [0.538, 0.549, 0.045], [-0.682, 0.044, 1.040], [-0.962, -0.157, -0.522], [0.139, -0.238, 0.014], [0.694, 0.295, 0.052], [-0.139, -0.050, -0.616], [-0.893, 0.449, -0.170], [1.013, -0.148, 0.428], [0.201, 0.113, 0.244], [0.802, 0.373, -0.119], [1.112, -0.346, 0.985], [1.247, -0.488, 1.159], [0.095, -0.474, -0.426], [-0.404, -0.463, -0.762], [0.409, 0.116, 0.752], [0.116, -1.601, -0.702], [0.605, -0.053, 0.102], [0.092, 0.622, -0.031], [-0.520, 0.145, -0.324], [-0.345, 0.203, -0.146], [-0.414, 0.174, -0.216], [0.067, 0.072, -0.001], [-0.022, -0.374, 0.062], [0.080, -0.110, 0.043], [0.592, -0.082, -0.235], [-0.143, -0.296, 0.042], [-0.005, -0.015, 0.026], [0.051, -0.138, -0.295], [-0.131, 0.516, 0.074], [-0.059, 0.272, 0.624], [-0.014, 0.130, -0.039], [-0.059, -0.010, 0.062], [0.692, -0.009, 0.110], [-0.271, 0.094, 0.425], [-0.102, -0.090, -0.244], [-0.543, 0.392, 0.009], [0.279, 0.265, 0.154], [0.037, 0.518, 0.077], [0.130, 0.513, 0.439], [-0.862, -0.038, -0.277], [-0.572, 0.195, -0.397], [-0.047, -0.070, -0.078], [0.264, 0.132, -0.149], [-0.076, 0.034, 0.046], [-0.182, 0.463, 0.699], [0.122, -0.218, 0.109], [-0.158, -0.124, -0.242], [0.950, 0.360, 0.495], [-0.203, -0.032, -0.485], [1.024, 0.039, 0.398], [0.452, -0.139, -0.233], [-0.228, 0.208, -0.041], [0.061, 0.163, 0.047], [-0.238, -0.263, -0.145], [-0.295, -0.118, 0.369], [-0.377, -0.059, -0.381], [-0.229, -0.096, -0.158], [-0.653, -0.042, 0.024], [-0.289, 0.009, 0.109], [-0.157, -0.088, -0.128], [0.273, 0.465, -0.131], [0.229, -0.175, -0.071], [0.340, -0.260, 0.248], [0.142, -0.308, 0.102]],
  "energy_ha": -8194.76195,
  "fmax_ev_per_a": 3.207,
  "relative_energy_ev": 1.041,
  "homo_lumo_gap_ev": 7.131,
  "homo_energy_ev": -9.959,
  "charge": 1
}